Record 1
DFT (wB97M-V/def2-TZVPD) results for 2 unconnected molecules or ions with the total composition C3H4N2O.

The geometry in XYZ format:
```
10
Properties=species:S:1:pos:R:3:forces:R:3
C 0.690303 -1.672902 0.366700 0.4 0.1 0.7
N 1.362053 -1.631101 1.310674 -0.4 -0.1 -0.6
O 2.070488 -1.631772 2.286076 -0.1 0.0 -0.2
H 0.028425 -1.451506 -0.449411 0.1 0.0 0.2
C 0.034106 1.854228 0.406109 -0.2 -0.3 -0.4
C -0.419412 1.185228 -0.486395 0.2 0.3 0.4
N -0.902196 0.349016 -1.455104 0.0 0.2 0.0
H 0.433541 2.457394 1.190312 -0.1 -0.1 -0.1
H -0.408840 0.444802 -2.335631 0.0 0.0 0.1
H -1.899815 0.454638 -1.602710 0.1 0.0 0.0
```
Forces are in eV/Å.

Properties
- HOMO-LUMO gap (hartree) = 0.370
- largest force on an atom (eV/Å) = 0.8
- LUMO level (eV) = 0.59
- HOMO level (eV) = -9.475
- charge = 0
- energy above the lowest of the compared OMol25 structures with the same formula, charge and spin (eV) = 5.5196
- calculated total energy (eV) = -8198.366
- structure (SMILES) = C#[N+][O-].C#CN


Record 2
DFT (wB97M-V/def2-TZVPD) results for 2 unconnected molecules or ions with the total composition C4H8N2O.

The geometry in XYZ format:
```
15
Properties=species:S:1:pos:R:3:forces:R:3
C 0.125968 -0.805543 1.461555 0.1 0.2 0.1
C 0.121843 0.487290 1.127838 -0.2 -0.3 0.2
N -0.957253 1.362497 1.284278 0.1 0.1 0.2
O 1.157473 1.102326 0.478170 0.0 0.0 0.0
H 1.002668 -1.414157 1.289564 -0.1 0.1 0.0
H -0.773050 -1.298167 1.809788 0.1 0.1 0.1
H -0.649679 2.326221 1.299049 -0.1 -0.1 0.0
H -1.525728 1.137477 2.089721 0.0 0.1 -0.1
H 1.382919 0.555454 -0.291327 0.2 0.1 0.3
C 0.823918 -0.776643 -1.757210 -0.2 -0.6 -0.2
N 0.052138 -1.518026 -1.100657 0.4 0.0 -0.4
C -0.549339 -0.315827 -1.798209 -0.4 0.2 -0.2
H 1.860363 -0.789988 -2.068475 0.0 0.1 0.0
H -0.897588 0.506680 -1.171481 0.1 -0.2 -0.1
H -1.174652 -0.559594 -2.652603 0.0 0.1 0.0
```
Forces are in eV/Å.

Properties
- HOMO-LUMO gap (hartree) = 0.331
- largest force on an atom (eV/Å) = 0.6
- LUMO level (eV) = 0.93
- HOMO level (eV) = -8.061
- charge = 0
- energy above the lowest of the compared OMol25 structures with the same formula, charge and spin (eV) = 4.1727
- calculated total energy (eV) = -9302.221
- structure (SMILES) = C=C(N)O.C1=NC1


Record 3
DFT (wB97M-V/def2-TZVPD) results for 2 unconnected molecules or ions with the total composition C5H9FN2O2 at a distorted geometry.

The geometry in XYZ format:
```
19
Properties=species:S:1:pos:R:3:forces:R:3
C 1.843198 0.347754 2.276514 -0.6 -0.9 -3.2
N 1.177813 0.216630 1.158531 1.4 -0.7 0.7
C -0.092722 0.832750 0.737662 -2.0 -0.7 2.2
C -0.875892 0.296870 -0.590330 2.9 -2.0 3.1
N -0.941875 -0.902748 -1.007497 -1.0 1.1 0.2
C -0.184286 -2.003584 -0.445806 0.4 2.2 0.7
C -1.710436 1.311932 -1.168793 -2.7 0.9 -3.0
O -2.069675 2.310475 -0.631119 0.4 0.6 0.9
O -2.250357 1.020986 -2.412436 1.7 -0.9 1.0
H 2.877425 -0.151764 2.366263 -1.8 0.8 -0.2
H 1.472890 0.940417 3.088235 -0.2 0.3 0.6
H 0.108986 1.878169 0.695602 -0.1 0.9 -0.7
H -0.890674 0.793048 1.600773 1.3 -0.1 -1.5
H 0.590381 -1.976259 -1.199469 1.2 -0.7 0.6
H 0.056293 -1.880135 0.638850 0.5 0.1 -1.0
H -0.656998 -2.922136 -0.519265 -1.4 -1.6 -0.5
H -1.789283 0.186136 -2.678223 -0.7 0.5 0.0
F 1.855206 -0.044340 -1.420465 -1.0 -0.7 2.1
H 1.480007 -0.254201 -0.489028 1.8 0.9 -1.9
```
Forces are in eV/Å.

Properties
- HOMO-LUMO gap (hartree) = 0.368
- largest force on an atom (eV/Å) = 4.7
- LUMO level (eV) = 0.03
- HOMO level (eV) = -9.971
- charge = 0
- energy above the lowest of the compared OMol25 structures with the same formula, charge and spin (eV) = 1.0530
- calculated total energy (eV) = -15121.480
- structure (SMILES) = C=NC/C(=N\C)C(=O)O.F


What is the calculated total energy in the second record? -9302.221 eV


HOMO-LUMO gap of number 3 (C5H9FN2O2)? 0.368 hartree


Copy entry 3 word for word.
DFT (wB97M-V/def2-TZVPD) results for 2 unconnected molecules or ions with the total composition C5H9FN2O2 at a distorted geometry.

The geometry in XYZ format:
```
19
Properties=species:S:1:pos:R:3:forces:R:3
C 1.843198 0.347754 2.276514 -0.6 -0.9 -3.2
N 1.177813 0.216630 1.158531 1.4 -0.7 0.7
C -0.092722 0.832750 0.737662 -2.0 -0.7 2.2
C -0.875892 0.296870 -0.590330 2.9 -2.0 3.1
N -0.941875 -0.902748 -1.007497 -1.0 1.1 0.2
C -0.184286 -2.003584 -0.445806 0.4 2.2 0.7
C -1.710436 1.311932 -1.168793 -2.7 0.9 -3.0
O -2.069675 2.310475 -0.631119 0.4 0.6 0.9
O -2.250357 1.020986 -2.412436 1.7 -0.9 1.0
H 2.877425 -0.151764 2.366263 -1.8 0.8 -0.2
H 1.472890 0.940417 3.088235 -0.2 0.3 0.6
H 0.108986 1.878169 0.695602 -0.1 0.9 -0.7
H -0.890674 0.793048 1.600773 1.3 -0.1 -1.5
H 0.590381 -1.976259 -1.199469 1.2 -0.7 0.6
H 0.056293 -1.880135 0.638850 0.5 0.1 -1.0
H -0.656998 -2.922136 -0.519265 -1.4 -1.6 -0.5
H -1.789283 0.186136 -2.678223 -0.7 0.5 0.0
F 1.855206 -0.044340 -1.420465 -1.0 -0.7 2.1
H 1.480007 -0.254201 -0.489028 1.8 0.9 -1.9
```
Forces are in eV/Å.

Properties
- HOMO-LUMO gap (hartree) = 0.368
- largest force on an atom (eV/Å) = 4.7
- LUMO level (eV) = 0.03
- HOMO level (eV) = -9.971
- charge = 0
- energy above the lowest of the compared OMol25 structures with the same formula, charge and spin (eV) = 1.0530
- calculated total energy (eV) = -15121.480
- structure (SMILES) = C=NC/C(=N\C)C(=O)O.F